[1]
Formula: C4H9N2O
Source: OMol25
Level of theory: ωB97M-V/def2-TZVPD

ORCA input file:
```
! RIJCOSX wB97M-V def2-TZVPD def2/J DEFGRID3
* xyz 1 1
C -1.896 -0.028 0.054
C 0.012 0.562 0.322
C 2.228 -0.149 -0.511
C 1.144 -0.220 0.491
N -1.947 -1.269 -0.041
N -2.937 0.811 -0.022
O -0.932 -2.124 -0.011
H 0.146 1.161 -0.580
H -0.498 0.977 1.291
H -1.242 -2.963 0.127
H 2.963 -0.964 -0.493
H 2.898 0.638 -0.489
H 1.721 0.091 -1.492
H 1.201 -0.820 1.349
H -3.840 0.344 0.053
H -2.771 1.800 0.157
*
```

Values from the calculation:
- LUMO (eV) = -6.1
- frontier orbital gap (eV) = 7.567
- total energy (eV) = -9309.4447

***

[2]
Formula: C5H15NO
Source: OMol25
Level of theory: ωB97M-V/def2-TZVPD

ORCA input file:
```
! RIJCOSX wB97M-V def2-TZVPD def2/J DEFGRID3
* xyz 0 1
C 1.682 -1.132 -1.116
C 1.065 -1.049 0.318
N 0.013 -0.025 0.439
C -1.054 -0.252 -0.552
C -2.146 -1.219 -0.068
C -1.707 1.129 -0.824
H 2.768 -1.184 -1.105
H 1.239 -1.933 -1.706
H 1.455 -0.195 -1.630
H 1.961 -0.789 0.884
H 0.685 -2.030 0.603
H -0.383 -0.072 1.376
H -0.619 -0.528 -1.499
H -1.837 -1.773 0.829
H -2.366 -2.024 -0.769
H -3.067 -0.726 0.234
H -2.342 1.327 -1.674
H -0.841 1.802 -0.934
H -2.146 1.514 0.103
O 2.812 3.344 2.219
H 2.986 2.546 2.721
H 1.842 3.270 2.151
*
```

Values from the calculation:
- LUMO (eV) = 0.8
- structure (SMILES) = CCNC(C)C.O
- frontier orbital gap (eV) = 9.740
- total energy (eV) = -8965.0913

***

[3]
Formula: C6H11N
Source: OMol25
Level of theory: ωB97M-V/def2-TZVPD

ORCA input file:
```
! RIJCOSX wB97M-V def2-TZVPD def2/J DEFGRID3
* xyz 0 1
C -1.481 0.444 1.460
C -0.479 0.924 0.409
C 0.421 -0.172 -0.217
C 1.575 0.470 -1.007
C -0.357 -1.110 -1.155
C 0.998 -0.962 0.891
N 1.425 -1.551 1.791
H -2.202 -0.275 1.057
H -2.047 1.296 1.852
H -0.969 -0.029 2.305
H 0.178 1.673 0.869
H -1.006 1.427 -0.412
H 2.189 1.115 -0.371
H 2.221 -0.302 -1.439
H 1.169 1.073 -1.828
H 0.322 -1.840 -1.609
H -1.147 -1.660 -0.636
H -0.810 -0.523 -1.962
*
```

Values from the calculation:
- LUMO (eV) = 0.8
- structure (SMILES) = CCC(C)(C)C#N
- frontier orbital gap (eV) = 12.180
- total energy (eV) = -7890.5255

***

[4]
Formula: C3H7NO3
Source: OMol25
Level of theory: ωB97M-V/def2-TZVPD

ORCA input file:
```
! RIJCOSX wB97M-V def2-TZVPD def2/J DEFGRID3
* xyz 0 1
C 0.143 -1.273 -1.377
C -0.161 -0.030 -0.612
O -1.196 0.672 -1.078
N 0.716 0.656 0.146
O 1.851 -0.150 0.414
H 0.554 -2.034 -0.713
H 0.880 -1.045 -2.151
H -0.761 -1.641 -1.866
H -1.377 1.407 -0.439
H 2.515 0.507 0.679
C -0.695 0.768 1.720
O -1.400 1.735 1.399
H -1.073 -0.296 1.309
H 0.002 0.723 2.570
*
```

Values from the calculation:
- LUMO (eV) = 0.5
- structure (SMILES) = C/C(O)=N\O.C=O
- frontier orbital gap (eV) = 9.462
- total energy (eV) = -10853.7607

***

Energy relative to the best compared isomer or geometry (same formula, charge and spin) in kcal/mol, matching the order above: 151.5, 29.2, 0.1, 106.2